(1)
{"formula": "C35H51KN8O8S4Se2", "method": "ωB97M-V/def2-TZVPD", "elements": ["K", "O", "C", "O", "C", "O", "C", "C", "O", "O", "H", "H", "H", "H", "H", "O", "C", "C", "C", "O", "C", "Se", "C", "Se", "H", "H", "H", "H", "H", "H", "H", "H", "H", "H", "N", "C", "N", "C", "C", "S", "C", "C", "S", "C", "N", "N", "H", "H", "H", "H", "H", "H", "C", "C", "C", "C", "C", "C", "C", "O", "C", "C", "C", "H", "H", "H", "H", "H", "H", "H", "H", "H", "H", "H", "H", "C", "C", "N", "C", "N", "C", "C", "C", "N", "C", "H", "H", "H", "H", "H", "H", "H", "H", "H", "H", "H", "H", "H", "S", "C", "N", "C", "C", "S", "H", "H", "H", "H", "H"], "positions_angstrom": [[-1.0515, -0.1022, -0.8114], [-1.3408, 3.6827, 1.2539], [-1.5538, 2.7147, 0.3949], [-0.7035, 2.0846, -0.1939], [-3.0309, 2.4429, 0.1668], [-3.1957, 1.1643, -0.4060], [-3.9211, 1.1269, -1.6364], [-3.5127, -0.1188, -2.4587], [-4.4325, -0.8906, -2.8031], [-2.2839, -0.2277, -2.7267], [-0.3653, 3.9643, 1.3355], [-3.3776, 3.2384, -0.5002], [-3.5719, 2.5166, 1.1124], [-3.6979, 2.0122, -2.2424], [-4.9942, 1.0741, -1.4468], [-0.2918, 7.4775, -1.8811], [0.2495, 6.5170, -0.9518], [1.3215, 5.6285, -1.5944], [2.6176, 6.4259, -1.7588], [2.4630, 7.6574, -2.4798], [1.6085, 4.4015, -0.7123], [1.6995, 4.6272, 1.2713], [0.8591, 5.1589, -2.9912], [-1.0202, 4.5259, -3.1826], [-0.8106, 6.9358, -2.5088], [-0.5511, 5.8863, -0.5652], [0.6728, 7.0717, -0.1160], [3.3525, 5.8297, -2.3096], [3.0220, 6.6161, -0.7564], [1.5414, 7.9344, -2.3647], [2.5774, 3.9813, -0.9940], [0.8422, 3.6566, -0.9212], [1.5248, 4.3529, -3.3173], [0.9672, 5.9789, -3.6965], [0.3894, -3.8549, 1.0365], [1.0243, -3.6662, -0.1601], [1.0295, -2.5509, -0.8152], [1.8039, -2.6351, -1.9579], [2.3901, -3.8333, -2.1827], [1.9963, -4.9264, -0.9014], [1.8447, -1.4272, -2.8027], [2.8768, -0.9673, -3.5469], [2.4562, 0.5541, -4.2608], [0.8780, 0.4673, -3.4712], [0.7315, -0.6165, -2.7645], [-0.0975, 1.3708, -3.7069], [-0.3104, -3.1348, 1.1919], [0.0425, -4.7830, 1.2082], [3.0051, -4.1428, -3.0137], [3.8635, -1.3895, -3.6662], [0.1188, 2.3596, -3.7660], [-0.9902, 1.1409, -3.2701], [6.2398, 0.1141, 4.7114], [5.0627, 0.2953, 3.7857], [3.9181, 0.9612, 4.2078], [2.8364, 1.1565, 3.3564], [1.6223, 1.9365, 3.7935], [2.9063, 0.6461, 2.0587], [1.7301, 0.8785, 1.1548], [1.0142, -0.0159, 0.7655], [4.0470, -0.0107, 1.6031], [4.1428, -0.4817, 0.1721], [5.1141, -0.1763, 2.4795], [5.9489, 0.2625, 5.7529], [7.0301, 0.8349, 4.4809], [6.6680, -0.8860, 4.6127], [3.8688, 1.3549, 5.2202], [1.6861, 2.1989, 4.8514], [0.7011, 1.3733, 3.6260], [1.5512, 2.8613, 3.2060], [1.5541, 1.9362, 0.8697], [3.1913, -0.8738, -0.1858], [4.9010, -1.2584, 0.0660], [4.4185, 0.3534, -0.4781], [6.0078, -0.6889, 2.1319], [-2.7799, -4.2417, -4.2162], [-1.7383, -3.2017, -3.8500], [-1.4814, -3.3152, -2.4152], [-2.5483, -3.3148, -1.5285], [-2.3184, -2.9139, -0.3229], [-3.3841, -2.9698, 0.6646], [-4.5006, -3.9442, 0.3097], [-4.8881, -3.7047, -1.1365], [-3.7192, -3.9194, -1.9763], [-4.0266, -3.9351, -3.4098], [-2.4053, -5.2393, -3.9625], [-3.0076, -4.2079, -5.2838], [-2.0980, -2.1997, -4.0978], [-0.7955, -3.3762, -4.3695], [-0.7747, -2.6634, -2.0894], [-3.8053, -1.9650, 0.7954], [-2.9462, -3.2445, 1.6246], [-5.3604, -3.8051, 0.9719], [-4.1421, -4.9738, 0.4129], [-5.2695, -2.6848, -1.2746], [-5.6620, -4.4035, -1.4628], [-4.4251, -2.9611, -3.7067], [-4.7959, -4.6974, -3.5648], [-1.2675, -1.1601, 3.1048], [-1.3272, -2.2823, 4.2819], [-0.9488, -2.0919, 5.5701], [-1.3133, -3.1152, 6.5322], [-1.2858, -4.4151, 5.7444], [-1.8820, -3.9501, 4.0905], [-0.8036, -1.1353, 5.8539], [-2.3132, -2.9378, 6.9418], [-0.5961, -3.1328, 7.3521], [-1.9412, -5.1739, 6.1656], [-0.2742, -4.8059, 5.6509]], "lumo_energy_ha": 0.1040, "gap_ev": 4.062, "e_homo_ev": -1.233, "total_energy_ev": -255787.5384, "charge": -2, "relative_energy_ev": 0.783}

(2)
{"formula": "C35H51N2O20PS", "method": "ωB97M-V/def2-TZVPD", "elements": ["N", "P", "O", "O", "C", "C", "C", "C", "C", "C", "C", "S", "C", "C", "C", "O", "N", "C", "C", "C", "C", "O", "C", "O", "H", "H", "H", "H", "H", "H", "H", "H", "H", "H", "H", "H", "H", "H", "H", "H", "H", "H", "H", "H", "H", "C", "C", "C", "O", "C", "O", "O", "H", "H", "H", "H", "H", "H", "C", "C", "C", "O", "C", "O", "O", "H", "H", "H", "H", "H", "H", "C", "C", "C", "O", "C", "O", "O", "H", "H", "H", "H", "H", "H", "C", "C", "C", "O", "C", "O", "O", "H", "H", "H", "H", "H", "H", "C", "C", "C", "O", "C", "O", "O", "H", "H", "H", "H", "H", "H"], "positions_angstrom": [[-5.3701, 0.9171, -4.3615], [-4.1156, 0.0633, -3.9244], [-4.5059, -1.0911, -2.7678], [-3.4748, -0.7590, -5.2108], [-2.9033, 1.2235, -3.1348], [-2.8234, 1.3161, -1.6671], [-1.8837, 2.2103, -0.9769], [-0.9598, 3.0461, -1.7726], [0.0553, 4.0335, -1.1479], [1.4525, 3.3465, -0.7370], [2.5956, 4.2718, -1.3099], [4.1179, 4.0803, -0.2559], [-1.0742, 2.9159, -3.2061], [-2.0151, 2.0564, -3.9333], [-1.8456, 2.2462, -5.4578], [-2.2783, 1.5724, -6.3459], [-0.9921, 3.4214, -5.5960], [-0.1888, 3.2028, -6.8380], [0.8965, 4.3122, -7.1305], [2.3127, 3.6200, -7.3930], [3.4353, 4.0986, -6.3882], [4.3211, 2.9711, -6.1451], [-0.2972, 3.5918, -4.3694], [0.7256, 4.1808, -4.0991], [-6.1468, 0.5154, -3.8116], [-3.7404, -1.7020, -2.7377], [-2.5153, -0.5844, -5.2634], [-3.4894, 0.6905, -1.0357], [-1.8615, 2.2436, 0.1355], [0.2368, 4.9162, -1.8091], [-0.4063, 4.4390, -0.2014], [1.4938, 3.3673, 0.3811], [1.4264, 2.3200, -1.1717], [2.7999, 4.0245, -2.3824], [2.3070, 5.3523, -1.2478], [3.6029, 3.9708, 1.0196], [0.2198, 2.1517, -6.8519], [-0.9141, 3.2304, -7.6975], [0.6311, 4.8045, -8.1084], [0.9471, 5.1281, -6.3741], [2.6525, 3.8819, -8.4322], [2.2676, 2.5022, -7.3450], [4.0576, 4.8825, -6.8961], [3.0293, 4.4630, -5.4043], [3.7775, 2.2153, -5.8620], [-6.9342, -4.7786, -2.4239], [-5.6046, -4.5872, -1.7328], [-4.4271, -4.9459, -2.5867], [-3.4485, -5.3097, -1.6126], [-4.1353, -5.7768, -0.5299], [-3.6384, -6.3587, 0.3829], [-5.4637, -5.4937, -0.6342], [-7.7554, -4.6015, -1.7276], [-7.0379, -4.0956, -3.2691], [-7.0442, -5.8035, -2.7849], [-5.5249, -3.5680, -1.3409], [-4.0809, -4.1104, -3.1947], [-4.6046, -5.8086, -3.2348], [5.8355, 2.5243, 5.0150], [4.8186, 3.5761, 4.6375], [3.7862, 3.8270, 5.6982], [2.6742, 4.2822, 4.9315], [2.7833, 3.7110, 3.7027], [1.9186, 3.7071, 2.8819], [4.0116, 3.1377, 3.5375], [6.4952, 2.3111, 4.1724], [6.4423, 2.8524, 5.8609], [5.3471, 1.5834, 5.2774], [5.3237, 4.4997, 4.3376], [4.0977, 4.5824, 6.4187], [3.4871, 2.9224, 6.2354], [8.4671, 7.4822, -5.6504], [7.0798, 7.6631, -5.0800], [6.5739, 6.4684, -4.3201], [5.1603, 6.5972, -4.4674], [4.9484, 7.2508, -5.6419], [3.8895, 7.3442, -6.1812], [6.1072, 7.7794, -6.1233], [8.7380, 8.3359, -6.2739], [9.2074, 7.3805, -4.8546], [8.5155, 6.5982, -6.2899], [7.0359, 8.5745, -4.4749], [6.8591, 6.4861, -3.2686], [6.8803, 5.5138, -4.7575], [-2.6046, -7.0157, 2.8859], [-2.3233, -6.7553, 4.3474], [-0.8604, -6.6793, 4.6813], [-0.8441, -7.0814, 6.0522], [-1.9122, -7.9080, 6.2280], [-2.0848, -8.5897, 7.1899], [-2.7508, -7.8562, 5.1593], [-3.6714, -7.1619, 2.7227], [-2.2681, -6.1848, 2.2677], [-2.1078, -7.9277, 2.5475], [-2.8605, -5.8617, 4.6818], [-0.4537, -5.6752, 4.5652], [-0.2478, -7.3816, 4.1091], [-2.5182, -9.0323, 10.7096], [-3.7492, -8.1718, 10.8620], [-3.4679, -6.7990, 11.4047], [-4.7025, -6.4688, 12.0412], [-5.2700, -7.6468, 12.4268], [-6.1976, -7.7368, 13.1661], [-4.6300, -8.7052, 11.8576], [-2.7945, -10.0445, 10.4106], [-1.8419, -8.6186, 9.9595], [-1.9806, -9.1210, 11.6568], [-4.2975, -8.1270, 9.9158], [-3.2280, -6.0788, 10.6231], [-2.6764, -6.7846, 12.1596]], "lumo_energy_ha": -0.0302, "smiles": "N=P(O)(O)c1ccc(CCCS)c2c1C(=O)N(CCCCO)C2=O.C[C@@H]1COC(=O)O1.C[C@@H]1COC(=O)O1.C[C@@H]1COC(=O)O1.C[C@@H]1COC(=O)O1.C[C@@H]1COC(=O)O1", "gap_ev": 7.947, "e_homo_ev": -8.769, "total_energy_ev": -101177.2350, "charge": 0}

(3)
{"formula": "C35H51N5O4P2PdSi", "method": "ωB97M-V/def2-TZVPD", "elements": ["Pd", "C", "C", "C", "C", "N", "C", "C", "C", "C", "C", "C", "C", "H", "H", "H", "H", "H", "H", "H", "H", "C", "N", "C", "P", "O", "O", "P", "O", "N", "C", "C", "N", "C", "C", "N", "C", "C", "H", "H", "H", "H", "H", "H", "H", "H", "H", "H", "H", "H", "H", "H", "H", "H", "H", "H", "H", "H", "H", "H", "H", "H", "C", "C", "C", "C", "Si", "O", "C", "C", "C", "C", "C", "C", "C", "C", "C", "C", "C", "C", "H", "H", "H", "H", "H", "H", "H", "H", "H", "H", "H", "H", "H", "H", "H", "H", "H", "H", "H"], "positions_angstrom": [[0.1664, 1.0898, -1.4244], [0.0991, 4.6151, -4.4224], [1.3665, 5.2050, -4.3023], [2.2628, 4.4880, -3.4693], [1.8351, 3.3236, -2.8630], [0.6125, 2.8143, -2.9407], [-0.2231, 3.4724, -3.7561], [2.7608, 2.4087, -2.0200], [4.1047, 2.4446, -2.1006], [5.0092, 1.5372, -1.6114], [4.4840, 0.4810, -0.7832], [3.0513, 0.4354, -0.7583], [2.1785, 1.3445, -1.3503], [-0.6268, 5.0582, -5.1288], [1.6278, 6.0769, -4.8742], [3.2862, 4.8591, -3.5728], [-1.1460, 2.9509, -3.8650], [4.6128, 3.2766, -2.6575], [6.0766, 1.7085, -1.7544], [5.0717, -0.1862, -0.2157], [2.6820, -0.4015, -0.2395], [2.5607, 0.2228, 5.5785], [2.4651, 1.3577, 4.6035], [1.6652, 2.4551, 5.2040], [2.2716, 1.0402, 2.9807], [3.0052, -0.1093, 2.4780], [0.6581, 0.8224, 2.9442], [-0.2376, -0.2346, 2.0742], [-0.2278, -0.1622, 0.6013], [-1.7718, 0.0380, 2.6023], [-2.1729, -0.2844, 3.9713], [-2.3666, 1.3730, 2.1486], [0.2700, -1.7040, 2.5688], [0.7298, -2.2864, 3.7967], [-0.0165, -2.7567, 1.6162], [2.4031, 2.5173, 2.2964], [3.7912, 2.9990, 2.0919], [1.3213, 3.1137, 1.4815], [1.5609, -0.0260, 6.0063], [3.2113, 0.5249, 6.4311], [3.0012, -0.6641, 5.1480], [0.7912, 2.0936, 5.8364], [1.3651, 3.0826, 4.3923], [2.2985, 3.1037, 5.8168], [-1.6068, -1.1208, 4.2736], [-3.2384, -0.5810, 3.9451], [-2.0211, 0.5527, 4.6711], [-2.1866, 1.5905, 1.0701], [-2.0333, 2.1237, 2.9170], [-3.4436, 1.3713, 2.1657], [0.7671, -1.5689, 4.5711], [1.7043, -2.6800, 3.5723], [0.1274, -3.1358, 4.1915], [-0.3022, -2.3595, 0.6846], [-0.7874, -3.4035, 1.8891], [0.9309, -3.3660, 1.4914], [3.8067, 4.0610, 2.2199], [4.1275, 2.7035, 1.1086], [4.4875, 2.5801, 2.7792], [1.0645, 2.4706, 0.6413], [1.6725, 4.0978, 1.2342], [0.4759, 3.3541, 2.0779], [-3.6315, -0.6419, -4.1743], [-2.6989, -1.8334, -3.8957], [-1.6073, -2.0245, -5.0190], [-3.5676, -3.0451, -3.6983], [-1.7051, -1.4640, -2.2501], [-0.9195, -0.0390, -2.6522], [-0.4614, -2.8457, -1.7590], [-0.7269, -4.1776, -1.3106], [0.3379, -4.9760, -0.8298], [1.6703, -4.6312, -0.7759], [1.9414, -3.3649, -1.2840], [0.8744, -2.5076, -1.7642], [-2.9821, -1.1584, -0.9103], [-3.7271, 0.0210, -0.9644], [-4.8130, 0.1867, -0.1277], [-5.1931, -0.8200, 0.7954], [-4.4419, -1.9828, 0.8279], [-3.3509, -2.1718, 0.0281], [-4.0060, -0.6639, -5.1478], [-3.0409, 0.2512, -4.1057], [-4.4749, -0.6824, -3.5054], [-2.1703, -2.5421, -5.8784], [-0.7712, -2.7953, -4.7355], [-1.1859, -1.0694, -5.2883], [-3.7603, -3.4561, -4.7238], [-4.5567, -2.9290, -3.2173], [-2.9548, -3.8395, -3.2178], [-1.7164, -4.5814, -1.3871], [-0.0072, -5.9822, -0.6302], [2.3534, -5.3742, -0.4824], [2.9494, -2.9977, -1.3489], [1.1029, -1.4276, -2.0004], [-3.4078, 0.8312, -1.6130], [-5.2792, 1.1700, -0.0477], [-6.0269, -0.8006, 1.4813], [-4.7699, -2.7829, 1.4403], [-2.6883, -3.0605, 0.1095]], "lumo_energy_ha": [0.0142, -0.0172], "s2": 2.005, "gap_ev": [7.586, 7.711], "e_homo_ev": [-7.200, -8.179], "total_energy_ev": -82700.6190, "charge": 0, "spin_multiplicity": 3}

(4)
{"formula": "C35H51N6O6P2S2TeW", "method": "ωB97M-V/def2-TZVPD", "elements": ["W", "C", "C", "O", "P", "S", "S", "O", "C", "C", "H", "H", "H", "H", "H", "H", "H", "H", "H", "H", "C", "C", "O", "P", "O", "C", "C", "O", "C", "C", "H", "H", "H", "H", "H", "H", "H", "H", "H", "H", "H", "H", "H", "H", "H", "Te", "C", "C", "C", "C", "C", "C", "C", "C", "C", "C", "C", "C", "H", "H", "H", "H", "H", "H", "H", "H", "H", "H", "C", "C", "N", "C", "C", "N", "C", "N", "N", "N", "C", "C", "C", "C", "C", "C", "H", "H", "H", "H", "H", "H", "H", "H", "H", "H", "H", "C", "C", "N", "O", "H", "H", "H", "H", "H"], "positions_angstrom": [[0.3894, 0.3435, 0.4459], [5.1819, -0.8846, 4.1322], [4.5047, 0.4430, 4.3521], [3.0943, 0.3494, 3.9086], [2.2831, 0.7830, 2.6766], [0.3650, 0.1572, 2.9190], [2.8364, 0.2402, 0.7667], [2.2358, 2.3710, 2.4905], [1.9065, 3.3558, 3.5414], [3.0765, 3.7135, 4.4230], [6.1843, -0.8398, 4.5503], [5.2601, -1.1268, 3.0746], [4.6432, -1.6786, 4.6429], [4.9966, 1.2635, 3.8259], [4.4206, 0.6662, 5.4183], [1.0579, 2.9721, 4.1154], [1.5891, 4.2172, 2.9469], [3.3759, 2.8944, 5.0681], [2.7663, 4.5455, 5.0505], [3.9318, 4.0331, 3.8336], [-1.9890, 6.1869, 0.6480], [-0.6296, 5.6766, 1.0756], [-0.3099, 4.4495, 0.3502], [-0.0116, 2.9941, 0.8208], [1.2179, 2.5559, -0.2563], [2.5004, 3.2748, -0.4633], [2.3975, 4.7726, -0.6294], [-1.1278, 2.1333, -0.1056], [-2.1862, 2.7716, -0.8978], [-2.3100, 2.1141, -2.2542], [-2.1602, 7.1521, 1.1179], [-2.7894, 5.5183, 0.9552], [-2.0306, 6.3344, -0.4285], [-0.5962, 5.4898, 2.1513], [0.1456, 6.3943, 0.7941], [2.9067, 2.8381, -1.3765], [3.1597, 3.0276, 0.3726], [1.7055, 5.0446, -1.4206], [3.3821, 5.1485, -0.9025], [2.1032, 5.2588, 0.2937], [-1.9375, 3.8257, -1.0213], [-3.1113, 2.6861, -0.3193], [-1.3685, 2.1844, -2.7952], [-3.0672, 2.6376, -2.8333], [-2.6027, 1.0710, -2.1559], [1.1378, -2.2926, 0.2245], [2.5561, -3.1348, 1.6560], [3.7296, -3.6355, 1.0969], [4.6508, -4.2715, 1.9138], [4.3973, -4.4182, 3.2680], [3.2243, -3.9183, 3.8128], [2.2947, -3.2673, 3.0139], [-0.1310, -4.0814, 0.3146], [-0.6678, -4.5722, 1.5000], [-1.2898, -5.8123, 1.5006], [-1.3662, -6.5605, 0.3359], [-0.8301, -6.0672, -0.8444], [-0.2162, -4.8247, -0.8615], [3.9090, -3.5434, 0.0331], [5.5553, -4.6703, 1.4824], [5.1059, -4.9378, 3.8945], [3.0165, -4.0565, 4.8625], [1.3824, -2.8871, 3.4562], [-0.5775, -4.0235, 2.4276], [-1.6980, -6.2030, 2.4208], [-1.8345, -7.5329, 0.3498], [-0.8720, -6.6553, -1.7489], [0.2278, -4.4455, -1.7731], [-1.6327, -1.6093, -1.9453], [-0.5394, -0.7425, -2.4499], [0.2991, -0.0234, -1.6700], [1.2311, 0.5288, -2.5333], [0.9197, 0.1735, -3.8059], [-0.1944, -0.6143, -3.7420], [-0.7968, -1.2463, -4.9238], [-2.1957, -1.4397, -4.8116], [-2.6672, -2.6575, -4.4403], [-3.9158, -2.6559, -4.4334], [-4.3958, -1.4433, -4.8183], [-5.6943, -0.9585, -4.9652], [-5.8290, 0.3512, -5.3711], [-4.7127, 1.1643, -5.6135], [-3.4179, 0.7138, -5.4427], [-3.2686, -0.6121, -5.0645], [-1.5057, -1.8413, -0.8851], [-1.6634, -2.5470, -2.5091], [-2.6087, -1.1399, -2.0807], [2.0714, 1.1081, -2.1886], [1.4085, 0.4119, -4.7282], [-0.3373, -2.2348, -5.0523], [-0.5517, -0.6258, -5.7916], [-6.5429, -1.5975, -4.7878], [-6.8110, 0.7727, -5.5150], [-4.8672, 2.1766, -5.9512], [-2.5667, 1.3583, -5.6020], [-2.5157, -1.7071, 2.4190], [-2.5671, -0.6115, 1.4170], [-3.7431, -0.0667, 1.1472], [-1.5149, -0.2382, 0.7891], [-3.2185, -1.5188, 3.2254], [-1.5168, -1.8107, 2.8384], [-2.7975, -2.6550, 1.9552], [-4.5734, -0.3639, 1.6430], [-3.8677, 0.6569, 0.4526]], "lumo_energy_ha": [-0.5079, -0.4900], "s2": 0.774, "gap_ev": [3.211, 3.698], "e_homo_ev": [-17.032, -17.032], "total_energy_ev": -107679.0949, "charge": 4, "spin_multiplicity": 2, "relative_energy_ev": 4.486}